ORCA calculation (ωB97M-V with the def2-TZVPD basis set) on a single C4H9NO molecule.

Computed properties:
total charge = 0
ΔE to the lowest compared entry with this formula, charge and spin = 70.9 kcal per mole
E_LUMO = 1.018 eV
Kohn-Sham gap = 10.495 eV
SMILES = CC(C)/C=N/O

XYZ file:
```
15
Properties=species:S:1:pos:R:3:forces:R:3:nbo_charge:R:1
C 0.359816 0.232092 0.278512 1.446 0.154 -1.484 -0.2896
C -0.052026 1.134150 1.427991 0.239 0.321 -0.052 -0.6078
C 0.828078 -1.138031 0.756220 0.010 -0.284 0.157 -0.5982
C -0.693580 0.134867 -0.779332 1.347 0.681 -2.260 0.0577
O -1.173652 -0.154667 -2.931852 0.035 -0.399 -0.344 -0.5878
N -0.183444 -0.207640 -1.930325 -2.228 -0.241 1.544 -0.1417
H -0.983957 -0.935681 -3.482661 0.066 0.588 0.189 0.4713
H 1.177921 0.615402 -0.476274 -0.772 -0.096 2.458 0.2366
H -1.635500 0.698626 -0.703402 -0.108 -0.882 -0.054 0.1917
H -0.389051 2.111254 1.068277 0.097 -0.052 0.078 0.2123
H 0.775785 1.285466 2.127786 -0.105 0.026 -0.114 0.2174
H -0.881109 0.693222 1.994851 0.112 -0.061 -0.148 0.2070
H 0.041948 -1.642915 1.329731 0.063 0.038 -0.039 0.1995
H 1.705078 -1.042699 1.404168 -0.111 0.039 -0.034 0.2090
H 1.103694 -1.783448 -0.083689 -0.090 0.168 0.102 0.2225
```
Positions in Å, forces in eV/Å.